Record 1
Formula: C11H11O2
Source: the OMol25 dataset
Level of theory: wB97M-V/def2-TZVPD

Results
Energy above the lowest of the compared OMol25 structures with the same formula, charge and spin in eV: 4.8689
Maximum force in eV Å⁻¹: 4.547
HOMO-LUMO gap (alpha / beta) in eV: 7.6 / 7.3
Lowest unoccupied orbital energy (alpha / beta) in eV: -5.33 / -5.44
Net charge: +1

```
24
C11H11O2 wB97M-V/def2-TZVPD
C -4.6960 0.5868 -0.4582
C -4.2806 1.0181 0.8361
C -3.7222 -0.0679 -1.2320
C -3.0237 0.7831 1.3093
C -2.4000 -0.1992 -0.8703
C -2.0447 0.2028 0.4518
C -0.7581 -0.0919 0.8459
C 2.4198 1.1978 0.2222
C 1.6577 -0.1068 0.2794
C 3.8777 1.2301 0.3241
C 2.2586 -1.3409 -0.2891
O 1.8720 2.2102 -0.0879
O 0.3766 -0.0249 0.4411
H -5.6659 0.9045 -0.6671
H -5.1075 1.4339 1.3208
H -3.7755 -0.1894 -2.2822
H -2.8000 0.9963 2.3847
H -1.6556 -0.6900 -1.5761
H 4.0922 2.2809 0.1909
H 4.5297 0.6379 -0.4434
H 4.2376 0.9111 1.3099
H 3.1888 -1.4182 0.0818
H 2.1843 -1.4782 -1.2909
H 1.7386 -2.2030 0.1170
```



Record 2
Formula: C22H23N4O12P2Pd
Source: the OMol25 dataset
Level of theory: wB97M-V/def2-TZVPD

Results
Energy above the lowest of the compared OMol25 structures with the same formula, charge and spin in eV: 0.0000
Maximum force in eV Å⁻¹: 0.611
HOMO-LUMO gap (alpha / beta) in eV: 7.3 / 7.3
Multiplicity: 3
<S²>: 2.00
Lowest unoccupied orbital energy (alpha / beta) in eV: 1.79 / 1.77
Net charge: -1

```
64
C22H23N4O12P2Pd wB97M-V/def2-TZVPD
Pd 0.0753 -0.1478 0.1384
C 2.0538 1.3245 -3.7194
C 1.5694 1.0057 -2.3198
O 0.6499 -0.1137 -2.3172
P 2.8838 0.5870 -1.1119
O 4.1113 0.0832 -2.0021
O 3.4433 1.9126 -0.4702
O 2.4182 -0.4566 -0.1619
P 0.5331 2.3474 -1.5283
O 1.3532 3.6703 -1.9653
O -0.8266 2.3474 -2.0973
O 0.7842 2.0962 -0.0505
H 2.5257 0.4520 -4.1750
H 2.7776 2.1384 -3.6962
H 1.2009 1.6295 -4.3261
H 1.1430 -0.9328 -2.4596
H 4.6711 -0.5337 -1.5146
H 2.6949 2.3141 0.0302
H 0.7336 4.3343 -2.2897
O -6.9722 -0.4285 0.0736
C -6.2272 -0.7455 1.0152
O -6.4691 -1.3692 2.0687
C -4.7258 -0.4287 0.7891
C -4.2778 0.0339 -0.4420
C -2.9265 0.2451 -0.6425
N -2.0369 0.0095 0.3247
C -2.4488 -0.3958 1.5340
C -3.7867 -0.6187 1.7966
C -1.3725 -0.6078 2.5950
O -1.7074 -0.9957 3.7023
O -0.1592 -0.3499 2.2324
H -5.0047 0.2185 -1.2211
H -2.5189 0.6232 -1.5729
H -4.0997 -0.9474 2.7764
C -3.8354 -3.7546 4.6447
C -3.6912 -4.5407 3.3729
C -2.9776 -5.7322 3.3315
C -2.7972 -6.4189 2.1391
C -3.3468 -5.9250 0.9669
N -3.1340 -6.6430 -0.2541
C -2.8840 -6.0965 -1.4830
O -3.1930 -6.6530 -2.5216
N -2.2672 -4.8512 -1.5109
C -1.3005 -4.3183 -0.6497
C -0.5273 -5.0761 0.2221
C 0.4055 -4.4380 1.0204
C 0.5778 -3.0699 0.9125
N -0.1431 -2.3524 0.0512
C -1.0706 -2.9480 -0.6906
C -4.0985 -4.7563 0.9985
C -4.2633 -4.0693 2.1899
H -3.5681 -4.3560 5.5145
H -4.8565 -3.3913 4.7621
H -3.1808 -2.8815 4.6185
H -2.5399 -6.1235 4.2427
H -2.2177 -7.3350 2.1128
H -3.5679 -7.5493 -0.3383
H -2.3243 -4.4381 -2.4282
H -0.6583 -6.1473 0.2732
H 1.0002 -5.0008 1.7261
H 1.2812 -2.5189 1.5212
H -1.6614 -2.3083 -1.3382
H -4.5572 -4.3820 0.0912
H -4.8636 -3.1645 2.2115
```



Record 3
Formula: C14H27BBrN3O2Ti
Source: the OMol25 dataset
Level of theory: wB97M-V/def2-TZVPD

Results
Energy above the lowest of the compared OMol25 structures with the same formula, charge and spin in eV: 0.0000
Maximum force in eV Å⁻¹: 0.565
HOMO-LUMO gap (alpha / beta) in eV: 7.7 / 7.5
Multiplicity: 2
<S²>: 0.75
Lowest unoccupied orbital energy (alpha / beta) in eV: -10.01 / -10.95
Net charge: +3

```
49
C14H27BBrN3O2Ti wB97M-V/def2-TZVPD
Ti 0.3322 -0.6546 -0.5154
C -1.6596 4.3872 -2.3487
C -1.1319 2.9924 -2.2383
C -0.8150 2.2500 -3.4001
C -0.3104 0.9677 -3.3371
C -0.1421 0.4561 -2.0554
Br -0.4369 -2.7124 -1.2700
N -0.4293 1.1432 -0.9683
C -0.9225 2.3963 -1.0072
H -2.4216 4.4487 -3.1250
H -0.8527 5.0680 -2.6282
H -2.0866 4.7346 -1.4105
H -0.9827 2.7133 -4.3657
H -0.0805 0.3930 -4.2225
H -1.1305 2.8968 -0.0710
N -2.6814 -2.7826 3.9076
C -2.1531 -1.5128 3.2829
C -1.3482 -1.8126 2.0150
N -0.8771 -0.5649 1.3502
H -3.1978 -2.5706 4.7688
H -1.9339 -3.4354 4.1636
H -3.3290 -3.2811 3.2886
H -1.5518 -1.0203 4.0464
H -3.0232 -0.8919 3.0713
H -1.9512 -2.3602 1.2909
H -0.4757 -2.4267 2.2427
H -0.3485 0.0010 2.0171
H -1.6821 0.0095 1.0987
C 5.7954 0.6062 -0.8832
C 4.6824 -0.1464 -0.1842
C 5.1760 -0.8930 1.0361
O 3.6906 0.8791 0.3173
B 2.5243 0.3039 0.2728
O 2.3052 -0.8927 -0.3296
C 3.8754 -1.0231 -1.1849
C 3.5438 -0.4031 -2.5027
C 4.1642 -2.4796 -1.2158
H 6.3336 1.2000 -0.1467
H 5.4200 1.2700 -1.6584
H 6.5026 -0.0975 -1.3259
H 5.6003 -0.1772 1.7375
H 5.9613 -1.5969 0.7611
H 4.3786 -1.4436 1.5383
H 3.2657 0.6477 -2.4250
H 2.7690 -0.9741 -3.0131
H 4.4434 -0.4618 -3.1225
H 4.1654 -2.9347 -0.2295
H 5.1734 -2.5884 -1.6315
H 3.4844 -3.0067 -1.8828
```



Record 4
Formula: C3H5ClO2
Source: the OMol25 dataset
Level of theory: wB97M-V/def2-TZVPD

Results
Structure (SMILES): C[C@@H](O)C(=O)Cl
Energy above the lowest of the compared OMol25 structures with the same formula, charge and spin in eV: 1.2441
Maximum force in eV Å⁻¹: 3.351
HOMO-LUMO gap in eV: 10.9
Lowest unoccupied orbital energy in eV: 0.53

```
11
C3H5ClO2 wB97M-V/def2-TZVPD
C 0.0503 0.2896 0.2700
C 1.0609 -0.9154 -0.0231
C -1.5078 0.3503 0.0149
O 0.6208 1.4603 -0.2962
O -2.0639 1.3367 -0.3357
Cl -2.2494 -1.2415 0.1234
H 0.2151 0.2529 1.3607
H 1.5906 -0.6703 -0.8981
H 0.5449 -1.8486 -0.0475
H 1.8822 -0.9407 0.6863
H -0.1437 1.9267 -0.8547
```